[1]
ORCA calculation (ωB97M-V with the def2-TZVPD basis set) on 4 unconnected molecules or ions with the total composition C35H49ClF27N2O5 at a distorted geometry.

XYZ file:
```
119
Properties=species:S:1:pos:R:3:forces:R:3:mulliken_charge:R:1
C 6.978 3.649 -0.878 -0.46 0.21 -0.10 -1.5144
C 6.134 2.500 -1.395 -0.29 0.18 -0.21 -0.1579
C 5.877 2.575 -2.913 0.58 -0.14 0.32 -0.0264
C 6.159 1.273 -3.670 -1.19 -0.04 -0.12 -1.3650
C 4.867 0.467 -3.928 0.85 0.22 0.48 -0.3482
C 4.415 -0.255 -2.670 -0.36 0.12 -0.34 -0.4067
C 3.116 -1.051 -2.799 0.41 0.51 0.35 -1.9907
C 1.926 -0.156 -3.118 0.15 0.10 -0.01 -1.5522
C 1.589 0.802 -1.955 -0.19 -0.11 -0.63 0.4867
C 1.967 2.272 -2.278 -0.65 -0.60 0.09 -2.0807
C 0.787 3.189 -2.533 0.38 0.43 -0.07 -0.5332
C 1.132 4.427 -3.378 -0.35 -0.25 0.65 -1.0709
C 1.665 5.492 -2.447 1.70 0.10 2.47 0.4579
O 2.244 5.255 -1.394 -1.62 0.51 -2.73 -0.4263
Cl 1.422 7.160 -2.984 0.05 -0.61 0.04 -0.1401
N -0.381 2.459 -3.156 0.13 -0.02 -0.20 0.4504
C -0.084 1.990 -4.536 -0.16 -0.14 -1.05 -0.8786
O -0.527 0.665 -4.701 -0.10 0.11 0.19 -0.2844
C -0.271 0.139 -5.935 -0.15 -0.56 -0.32 0.8413
F -0.789 0.907 -6.909 0.15 -0.23 0.27 -0.2659
F 1.045 0.025 -6.167 -0.44 0.08 0.03 -0.2303
F -0.832 -1.067 -5.973 0.34 0.68 0.02 -0.2436
C -0.915 1.446 -2.193 0.00 -0.30 0.95 -2.6352
C 0.159 0.705 -1.379 0.45 0.21 0.54 3.1570
C 0.236 1.306 0.037 -0.10 0.38 0.03 -2.0369
C -0.314 -0.740 -1.176 0.25 -0.13 -0.66 -1.9878
N 0.654 -1.533 -0.456 -0.38 -0.35 0.45 0.2523
C 0.199 -2.039 0.845 0.57 0.39 0.19 -1.3424
H 6.391 4.560 -0.950 -0.06 0.29 -0.04 0.3329
H 7.863 3.811 -1.479 0.38 -0.14 0.02 0.3935
H 7.223 3.534 0.169 0.27 -0.10 0.22 0.3883
H 6.560 1.537 -1.140 0.25 -0.20 0.07 0.3996
H 5.176 2.551 -0.884 -0.20 -0.16 0.24 0.0189
H 4.857 2.910 -3.070 -0.30 0.03 -0.24 -0.2331
H 6.506 3.353 -3.332 0.17 0.24 -0.04 0.6123
H 6.820 0.652 -3.078 0.48 -0.08 -0.11 0.4977
H 6.590 1.490 -4.638 0.39 0.03 -0.13 0.4093
H 5.048 -0.245 -4.724 -0.11 -0.25 -0.26 0.4092
H 4.143 1.196 -4.273 -0.41 0.00 -0.26 0.2589
H 4.300 0.466 -1.865 0.04 0.23 0.24 -0.0749
H 5.221 -0.911 -2.360 0.14 -0.25 0.11 0.6847
H 2.959 -1.517 -1.836 -0.22 -0.30 0.19 0.3421
H 3.237 -1.836 -3.530 -0.06 -0.17 -0.33 0.5002
H 2.198 0.422 -3.993 -0.01 0.15 -0.31 0.3579
H 1.074 -0.742 -3.428 -0.25 -0.31 0.11 1.0893
H 2.234 0.510 -1.142 0.10 -0.19 0.35 1.8292
H 2.617 2.295 -3.143 0.36 0.04 -0.05 -0.1865
H 2.480 2.680 -1.424 0.40 0.38 0.05 0.7577
H 0.408 3.570 -1.595 -0.32 -0.17 0.32 0.8967
H 0.245 4.791 -3.884 -0.06 0.33 -0.23 0.5371
H 1.897 4.195 -4.108 0.22 0.10 -0.32 0.4676
H -1.099 3.172 -3.255 -0.22 -0.10 -0.02 0.6378
H -0.618 2.626 -5.232 -0.25 0.25 -0.03 0.7503
H 0.961 2.077 -4.795 0.45 -0.06 0.47 0.3886
H -1.627 0.778 -2.654 0.10 -0.10 -0.61 0.5457
H -1.487 2.017 -1.475 -0.24 0.40 -0.01 0.4875
H 0.526 0.550 0.749 0.22 -0.26 0.15 0.4411
H -0.718 1.703 0.375 -0.19 0.00 0.05 0.5113
H 0.971 2.102 0.118 0.06 0.21 0.00 0.1959
H -0.508 -1.207 -2.140 -0.15 0.03 -0.28 0.4851
H -1.275 -0.678 -0.665 -0.16 -0.17 0.21 0.7094
H 0.962 -2.312 -1.013 0.00 0.00 -0.19 -0.2134
H 0.421 -3.085 0.987 0.06 -0.38 -0.21 0.4923
H 0.722 -1.523 1.645 0.03 0.15 0.25 0.3654
H -0.857 -1.887 1.017 -0.32 -0.01 -0.19 0.2691
C 0.555 -6.772 -1.543 -0.52 -0.39 -0.16 -1.0181
C 1.254 -5.398 -1.526 0.08 -0.35 0.59 1.1517
C 2.447 -5.170 -2.456 0.19 0.21 -0.35 0.0200
F 3.478 -5.974 -2.172 -0.03 -0.27 0.22 -0.2173
F 2.885 -3.887 -2.307 -0.27 -0.24 0.08 -0.1859
F 1.587 -5.072 -0.261 0.11 0.04 -0.01 -0.2629
F 0.311 -4.488 -1.931 -0.03 0.02 -0.20 -0.3131
O 0.857 -7.705 -0.516 0.66 0.46 0.08 -0.3903
C 1.899 -8.609 -0.605 -0.59 0.06 -0.41 0.7785
C 2.934 -8.396 0.505 0.14 -0.03 0.28 0.1856
F 3.462 -7.158 0.439 -0.04 0.12 -0.18 -0.2117
F 3.934 -9.289 0.352 -0.06 -0.02 -0.06 -0.2545
F 2.459 -8.612 -1.828 0.12 0.22 0.07 -0.2872
F 1.371 -9.834 -0.417 0.01 -0.08 0.08 -0.2919
H -0.494 -6.539 -1.365 0.02 0.07 0.06 0.4486
H 0.589 -7.231 -2.531 0.30 0.04 -0.05 0.3397
H 2.158 -5.314 -3.501 -0.07 0.00 0.02 0.2955
H 2.471 -8.532 1.484 -0.06 -0.04 -0.04 0.2532
C -2.900 0.413 5.779 0.05 0.62 -0.25 -0.6486
C -3.376 -0.427 6.981 -0.28 -0.28 -0.54 0.9094
C -2.318 -1.071 7.884 0.06 0.02 0.38 0.0899
F -1.563 -1.966 7.218 0.00 0.03 -0.31 -0.2249
F -2.941 -1.730 8.884 -0.08 0.06 -0.04 -0.2632
F -4.253 -1.361 6.554 0.10 -0.10 0.00 -0.2760
F -4.067 0.428 7.783 0.16 0.16 0.11 -0.3400
O -2.906 -0.186 4.483 0.01 -0.69 0.35 -0.3545
C -1.853 -0.906 3.981 -0.13 0.70 0.33 0.7448
C -2.250 -2.358 3.681 -0.11 -0.38 -0.15 0.1588
F -2.668 -2.977 4.793 0.02 0.08 0.24 -0.2301
F -1.182 -3.049 3.201 -0.06 0.27 0.09 -0.2334
F -0.759 -0.831 4.756 -0.05 -0.16 0.08 -0.3151
F -1.524 -0.327 2.794 0.03 -0.07 -0.15 -0.1112
H -3.642 1.205 5.688 -0.10 -0.09 0.01 0.3142
H -1.958 0.921 5.983 0.17 -0.26 0.09 0.3246
H -1.669 -0.308 8.323 -0.01 0.03 -0.05 0.2809
H -3.055 -2.388 2.942 0.05 0.13 -0.04 0.2384
C -8.077 3.536 3.105 -0.63 0.16 -0.05 -0.8079
C -6.670 3.212 2.564 0.04 0.44 0.50 1.0007
C -6.165 1.769 2.660 0.07 -0.27 -0.27 0.0837
F -6.056 1.356 3.932 -0.08 0.13 0.30 -0.2028
F -4.927 1.697 2.102 -0.04 0.10 -0.04 -0.2741
F -5.769 4.053 3.114 0.07 -0.10 0.07 -0.2654
F -6.704 3.489 1.227 -0.12 -0.15 -0.13 -0.3367
O -8.196 4.136 4.390 0.74 -0.32 0.10 -0.3845
C -8.287 3.404 5.559 -0.42 0.03 -0.61 0.7860
C -7.122 3.698 6.511 0.15 0.13 0.24 0.1925
F -5.936 3.395 5.940 -0.01 -0.12 -0.20 -0.2011
F -7.255 2.942 7.620 -0.07 -0.02 -0.05 -0.2510
F -8.428 2.088 5.322 0.26 -0.01 -0.05 -0.2734
F -9.409 3.808 6.186 -0.02 0.06 0.11 -0.2953
H -8.447 4.310 2.434 0.08 0.05 0.00 0.4119
H -8.761 2.696 2.985 0.18 -0.22 0.13 0.3518
H -6.823 1.087 2.117 -0.06 0.06 0.00 0.2444
H -7.118 4.754 6.789 -0.08 0.00 -0.04 0.2345
```
Positions in Å, forces in eV/Å.

## Properties
- total charge = +1
- 2S+1 = 1
- HOMO-LUMO gap (eV) = 8.312
- HOMO energy (Eh) = -0.4152
- energy relative to the best compared isomer or geometry (same formula, charge and spin) (eV) = 0.0000
- electronic energy (a.u.) = -5005.110117

***

[2]
ORCA calculation (ωB97M-V with the def2-TZVPD basis set) on a molecular structure, C35H49N2O5S3SeSi2Ti.

XYZ file:
```
98
Properties=species:S:1:pos:R:3:forces:R:3:mulliken_charge:R:1
Ti 0.016 -0.009 -0.537 0.15 -0.23 0.53 -0.0438
O -0.144 0.214 1.780 -0.14 0.08 0.26 -0.0405
S -1.240 0.775 2.679 0.22 -0.14 -0.03 0.5149
C -0.304 1.740 3.930 0.02 0.09 -0.17 -1.0624
C 1.107 1.214 4.165 0.00 -0.07 -0.02 -1.0803
C 2.086 1.651 3.065 -0.03 -0.01 0.02 0.4977
C 3.086 0.558 2.696 -0.09 -0.04 -0.07 -0.6910
S 3.319 0.411 0.894 -0.04 -0.04 0.10 0.1027
O 1.946 0.651 0.322 -0.06 0.21 -0.44 0.2071
C 4.268 1.898 0.640 0.02 -0.06 -0.04 0.4934
C 5.643 1.749 0.521 -0.02 -0.02 -0.01 -0.4786
C 6.430 2.875 0.329 -0.01 0.00 0.01 -0.6884
C 5.836 4.126 0.242 -0.01 -0.01 0.01 -0.4859
C 4.456 4.259 0.350 0.01 0.00 0.00 -0.9829
C 3.662 3.141 0.551 0.00 0.00 -0.01 -0.0290
C -1.792 -0.536 3.759 -0.05 -0.04 -0.09 0.8300
C -3.118 -0.485 4.164 0.02 0.06 -0.04 -0.5031
C -3.610 -1.463 5.015 0.02 -0.02 0.01 -0.6846
C -2.780 -2.490 5.444 0.00 0.01 -0.03 -0.6325
C -1.459 -2.546 5.017 -0.01 0.04 -0.02 -1.0813
C -0.960 -1.567 4.169 0.02 -0.06 -0.03 -0.2010
H -0.912 1.730 4.834 -0.07 -0.02 -0.01 0.6199
H -0.286 2.763 3.546 0.01 -0.01 0.02 0.5445
H 1.067 0.126 4.206 0.04 0.03 0.08 0.1751
H 1.454 1.543 5.146 -0.04 0.03 0.01 0.5616
H 2.603 2.567 3.354 0.04 -0.03 0.00 0.6065
H 1.503 1.870 2.172 0.00 0.04 -0.01 -0.7491
H 2.716 -0.426 2.992 -0.01 0.01 -0.01 0.2970
H 4.083 0.685 3.120 0.01 0.00 -0.01 0.6058
H 6.091 0.763 0.560 0.01 0.01 0.00 0.4483
H 7.502 2.772 0.230 0.00 0.00 0.00 0.4407
H 6.450 5.002 0.081 0.00 0.00 0.00 0.4196
H 3.998 5.236 0.271 0.00 0.00 0.00 0.4665
H 2.589 3.226 0.620 -0.04 0.01 -0.01 0.3438
H -3.764 0.301 3.792 -0.01 -0.02 0.01 0.3952
H -4.645 -1.432 5.329 0.00 0.00 0.00 0.4349
H -3.166 -3.257 6.102 0.00 0.00 0.00 0.4270
H -0.818 -3.354 5.346 0.00 0.00 0.00 0.4398
H 0.059 -1.621 3.808 -0.02 0.00 0.00 0.1681
C 3.111 0.781 -2.651 0.01 -0.05 0.04 -1.1707
Si 1.288 1.244 -2.475 -0.06 -0.13 -0.06 1.1059
C 1.193 3.090 -2.031 -0.03 0.01 0.03 -1.3671
C 0.539 1.103 -4.193 -0.05 -0.05 0.02 -0.0611
C 0.807 1.965 -5.261 -0.05 -0.05 0.01 -0.6469
C 0.217 1.748 -6.497 0.00 0.00 0.00 -0.6467
C -0.638 0.665 -6.680 -0.01 -0.01 0.03 -0.7194
C -0.903 -0.200 -5.629 0.04 0.07 0.01 -0.8689
C -0.319 0.011 -4.376 -0.02 0.08 0.03 0.5494
Si -0.483 -1.128 -2.881 0.04 0.08 0.01 1.5388
C 0.811 -2.488 -3.126 0.02 0.00 0.01 -1.0456
C -2.152 -1.980 -3.029 0.03 -0.04 -0.08 -1.2459
H 3.477 1.201 -3.591 0.01 0.00 0.00 0.4930
H 3.247 -0.301 -2.706 0.03 0.01 0.00 0.1956
H 3.741 1.171 -1.850 -0.04 0.00 -0.02 0.1541
H 2.083 3.611 -2.394 0.00 0.02 0.00 0.4916
H 1.096 3.294 -0.965 0.02 -0.02 0.03 0.1746
H 0.328 3.527 -2.539 0.01 0.02 0.01 0.4689
H 1.473 2.811 -5.129 0.00 0.00 -0.01 0.4153
H 0.420 2.420 -7.322 0.00 0.00 0.00 0.4141
H -1.095 0.498 -7.648 0.00 0.00 0.00 0.4134
H -1.567 -1.042 -5.791 -0.01 0.00 0.00 0.3423
H 0.770 -2.824 -4.166 0.00 -0.01 0.00 0.4238
H 0.616 -3.350 -2.486 0.02 0.03 0.00 0.1733
H 1.826 -2.140 -2.928 -0.01 -0.03 0.00 0.1802
H -2.229 -2.443 -4.018 0.01 -0.02 0.01 0.4858
H -2.970 -1.269 -2.914 0.01 -0.01 0.00 0.2745
H -2.285 -2.765 -2.283 0.03 0.05 -0.05 0.2259
C 1.596 -3.484 1.666 -0.01 0.06 0.02 -1.3301
S 0.092 -2.770 1.012 -0.06 -0.14 -0.08 1.1536
C -0.495 -4.198 0.117 -0.03 0.06 -0.08 -1.1870
O 0.640 -1.848 -0.085 0.21 -0.18 0.06 -0.1972
H 2.203 -3.857 0.843 0.00 0.00 0.00 0.4714
H 1.336 -4.285 2.358 -0.02 0.00 -0.01 0.4804
H 2.122 -2.693 2.199 0.01 -0.02 0.00 0.1417
H -0.831 -4.940 0.842 0.00 0.03 0.01 0.4791
H 0.300 -4.588 -0.516 0.01 0.02 0.00 0.5285
H -1.349 -3.864 -0.473 0.04 -0.04 0.02 0.1187
Se -2.670 -0.726 0.154 -0.17 0.26 -0.16 -0.2013
C -3.457 -2.453 0.368 0.31 0.03 0.11 0.0164
C -4.276 -3.028 -0.594 -0.12 -0.07 -0.02 -0.2720
C -4.828 -4.279 -0.348 0.04 0.02 0.05 -0.5825
N -4.626 -4.979 0.767 0.03 0.00 0.00 -0.6477
C -3.848 -4.416 1.691 -0.03 0.03 -0.06 -0.5750
C -3.246 -3.176 1.542 -0.13 -0.09 0.01 0.0266
H -4.484 -2.516 -1.523 -0.02 -0.01 0.03 0.4641
H -5.466 -4.743 -1.092 -0.01 -0.01 -0.01 0.3826
H -3.698 -4.988 2.602 0.00 -0.01 0.02 0.3971
H -2.627 -2.774 2.331 0.00 0.03 0.07 0.4177
N -3.554 4.171 -1.305 -0.03 0.06 -0.04 -0.6162
C -2.974 2.867 -1.588 -0.04 -0.13 -0.05 -0.0264
C -1.852 2.609 -0.616 0.17 -0.39 -0.07 -0.1711
O -1.697 3.492 0.318 -0.07 0.28 0.20 -0.5412
O -1.130 1.616 -0.688 -0.22 0.72 0.07 -0.5395
H -4.562 4.140 -1.231 0.04 0.00 0.01 0.2195
H -3.309 4.859 -2.006 -0.03 -0.02 0.02 0.2153
H -2.408 4.180 0.140 0.18 -0.26 -0.08 0.5028
H -2.583 2.747 -2.600 0.02 0.00 0.00 0.2545
H -3.687 2.053 -1.428 0.00 -0.01 -0.03 0.2632
```
Positions in Å, forces in eV/Å.

## Properties
- total charge = +1
- 2S+1 = 1
- HOMO-LUMO gap (spin up / spin down) (eV) = 7.207 / 7.208
- HOMO energy (spin up / spin down) (Eh) = -0.3426 / -0.3426
- energy relative to the best compared isomer or geometry (same formula, charge and spin) (eV) = 0.2375
- electronic energy (a.u.) = -6873.108520

***

> total charge of number 2 (C35H49N2O5S3SeSi2Ti)?

+1